Entry 1:
ORCA calculation (ωB97M-V with the def2-TZVPD basis set) on 2 unconnected molecules or ions with the total composition C2HBr3S at a distorted geometry.

The geometry in XYZ format:
```
7
C2HBr3S, DFT ωB97M-V with the def2-TZVPD basis set
Br 2.665 1.765 -1.541
S 4.206 0.412 -0.857
Br 3.818 0.083 1.264
C 0.212 -0.697 0.028
C 0.881 -1.660 -0.152
Br 1.952 -3.119 -0.515
H -0.627 -0.174 0.361
```

## Properties
E = -223050.13504 eV
Energy above the lowest of the compared OMol25 structures with the same formula, charge and spin = 45.07 kJ/mol
Total charge = 0
Maximum force = 2.9 eV/A
LUMO energy = -0.82 eV
SMILES = BrSBr.C#CBr
HOMO-LUMO gap = 8.241 eV

Quick look at the Löwdin charges, all values in e: number 1, Br, carries 0.146; number 2, S, carries -0.256; number 3, Br, carries 0.142; number 4, C, carries -0.022; number 5, C, carries -0.733; number 6, Br, carries 0.701; number 7, H, carries 0.021



Entry 2:
ORCA calculation (ωB97M-V with the def2-TZVPD basis set) on a single C4H3FINO molecule at a distorted geometry.

The geometry in XYZ format:
```
11
C4H3FINO, DFT ωB97M-V with the def2-TZVPD basis set
C 0.110 0.014 0.180
C -1.345 0.349 0.103
N -2.422 -0.283 0.306
C -3.503 0.413 -0.012
I -5.408 -0.273 0.016
C -2.902 1.842 -0.476
F -3.474 2.949 -0.820
O -1.591 1.688 -0.371
H 0.460 -0.558 -0.633
H 0.618 1.073 0.039
H 0.447 -0.393 1.202
```

## Properties
E = -18549.91801 eV
Energy above the lowest of the compared OMol25 structures with the same formula, charge and spin = 93.83 kJ/mol
Total charge = 0
Maximum force = 7.6 eV/A
LUMO energy = 0.60 eV
SMILES = Cc1nc(I)c(F)o1
HOMO-LUMO gap = 8.629 eV

Quick look at the Löwdin charges, all values in e: number 1, C, carries -0.007; number 2, C, carries -0.361; number 3, N, carries 0.037; number 4, C, carries -0.799; number 5, I, carries 0.881; number 6, C, carries -0.291; number 7, F, carries 0.158; number 8, O, carries 0.097; number 9, H, carries 0.051; number 10, H, carries 0.122; number 11, H, carries 0.111